1.
ORCA calculation (ωB97M-V with the def2-TZVPD basis set) on a molecular structure, C8H32Al2N16O12P.

Last column: Mulliken charge in e.
Positions of all 71 atoms, in Å:
Al: -26.357 -23.343 30.368  0.92
Al: -26.808 -23.821 25.525  0.92
P: -24.225 -22.830 27.796  1.16
O: -25.736 -22.411 27.864  -0.84
O: -23.278 -21.666 27.526  -0.57
O: -24.245 -23.946 26.720  -0.53
O: -24.009 -23.488 29.130  -1.03
C: -19.989 -25.350 26.849  0.55
O: -18.790 -25.216 26.723  -0.49
N: -20.860 -24.332 27.157  0.32
N: -20.537 -26.534 26.947  -0.06
H: -21.833 -24.568 27.248  -0.32
H: -20.529 -23.404 27.372  0.21
H: -21.545 -26.684 27.006  0.13
H: -19.947 -27.349 27.052  0.29
C: -25.799 -19.953 25.063  0.36
O: -26.182 -21.109 24.848  -0.55
N: -24.891 -19.767 25.988  0.30
N: -26.127 -18.847 24.395  -0.30
H: -24.795 -20.604 26.549  -0.47
H: -24.572 -18.837 26.217  0.39
H: -25.707 -17.951 24.585  0.18
H: -26.984 -18.907 23.863  0.31
C: -20.770 -22.125 30.336  0.37
O: -20.052 -21.674 31.224  -0.53
N: -20.778 -21.654 29.108  0.02
N: -21.698 -23.139 30.393  0.05
H: -21.649 -21.820 28.628  -0.51
H: -20.027 -21.071 28.770  0.23
H: -21.856 -23.602 31.278  0.26
H: -22.347 -23.384 29.637  -0.06
C: -23.152 -27.092 28.499  0.40
O: -22.988 -28.286 28.584  -0.53
N: -23.432 -26.525 27.333  0.08
N: -22.806 -26.248 29.455  -0.03
H: -23.643 -27.148 26.565  0.15
H: -23.577 -25.509 27.321  -0.23
H: -22.886 -25.245 29.394  0.29
H: -22.610 -26.677 30.350  0.25
C: -21.652 -20.490 24.935  0.47
O: -21.184 -20.045 23.921  -0.48
N: -21.763 -19.748 26.068  -0.16
N: -22.124 -21.724 25.107  0.17
H: -22.456 -20.108 26.708  0.13
H: -21.354 -18.823 26.078  0.26
H: -22.605 -21.776 26.011  0.18
H: -21.973 -22.429 24.408  0.11
C: -28.457 -19.624 27.057  0.84
O: -27.876 -18.539 27.005  -0.57
N: -28.104 -20.767 27.536  -0.12
N: -29.731 -19.727 26.584  -0.37
H: -27.157 -20.762 27.890  -0.16
H: -28.492 -21.682 27.386  0.27
H: -30.018 -20.687 26.501  0.16
H: -30.265 -18.907 26.339  0.28
C: -23.740 -25.410 23.597  0.47
O: -24.897 -25.462 23.963  -0.51
N: -22.784 -24.763 24.313  -0.19
N: -23.269 -25.946 22.465  -0.34
H: -21.827 -24.712 24.000  0.30
H: -23.013 -24.538 25.271  0.04
H: -23.918 -26.306 21.783  0.29
H: -22.292 -25.750 22.326  0.16
C: -24.499 -18.881 29.673  0.50
O: -24.502 -17.791 30.231  -0.49
N: -23.460 -19.720 29.443  0.06
N: -25.554 -19.371 28.989  0.20
H: -23.462 -20.510 28.798  0.22
H: -22.666 -19.676 30.068  0.22
H: -26.371 -18.802 28.795  0.16
H: -25.211 -20.202 28.540  -0.16

The value obtained for the LUMO energy is -15.05 eV. The calculation puts the HOMO energy at -0.6456 Ha. Its total charge is +3. For the orbital gap, the calculation gives 2.5 eV.

=====

2.
ORCA calculation (ωB97M-V with the def2-TZVPD basis set) on C23H41N3O2 in the gas phase.

Last column: natural (NBO) charge in e.
Positions of all 69 atoms, in Å:
C: -2.013 -1.546 0.487  -0.62
C: -1.438 -0.684 1.608  -0.21
C: -2.420 0.412 2.016  -0.61
C: -0.030 -0.101 1.272  -0.14
N: 0.987 -0.792 2.035  -0.62
C: 1.419 -0.341 3.226  0.70
O: 0.929 0.637 3.762  -0.66
C: 2.570 -1.105 3.870  -0.31
C: 3.836 -0.246 3.753  -0.38
C: 4.989 -0.892 4.513  -0.39
C: 5.265 -2.307 4.002  -0.21
C: 6.405 -2.955 4.782  -0.60
C: 3.990 -3.146 4.101  -0.39
C: 2.848 -2.500 3.318  -0.40
C: 0.364 -0.289 -0.195  0.71
O: 1.008 -1.279 -0.512  -0.66
N: 0.010 0.641 -1.101  -0.44
C: -0.693 1.882 -0.879  -0.21
C: -1.996 1.911 -1.680  -0.41
C: -1.701 1.709 -3.171  -0.03
N: -2.909 1.849 -3.964  -0.46
C: -3.860 0.756 -3.881  -0.22
C: -5.208 1.214 -4.431  -0.40
C: -5.055 1.646 -5.885  -0.40
C: -3.974 2.716 -5.972  -0.40
C: -2.677 2.200 -5.352  -0.21
C: -0.928 0.390 -3.343  -0.43
C: 0.342 0.425 -2.497  -0.23
H: -1.311 -2.324 0.198  0.23
H: -2.933 -2.020 0.821  0.21
H: -2.239 -0.945 -0.391  0.19
H: -1.288 -1.327 2.482  0.22
H: -2.675 1.052 1.175  0.19
H: -1.993 1.020 2.809  0.23
H: -3.339 -0.037 2.387  0.21
H: 0.014 0.947 1.582  0.24
H: 1.430 -1.555 1.542  0.43
H: 2.318 -1.185 4.934  0.22
H: 4.102 -0.141 2.697  0.20
H: 3.633 0.750 4.151  0.23
H: 5.887 -0.280 4.407  0.21
H: 4.740 -0.937 5.576  0.20
H: 5.556 -2.243 2.947  0.19
H: 6.146 -3.037 5.835  0.20
H: 6.612 -3.952 4.401  0.21
H: 7.312 -2.360 4.698  0.21
H: 4.179 -4.149 3.712  0.21
H: 3.704 -3.244 5.151  0.20
H: 3.144 -2.439 2.268  0.20
H: 1.953 -3.122 3.389  0.21
H: -0.901 2.022 0.179  0.22
H: -0.048 2.705 -1.214  0.19
H: -2.499 2.867 -1.536  0.22
H: -2.657 1.123 -1.318  0.20
H: -1.040 2.528 -3.484  0.19
H: -3.977 0.460 -2.838  0.20
H: -3.521 -0.125 -4.456  0.16
H: -5.562 2.057 -3.837  0.20
H: -5.932 0.401 -4.346  0.21
H: -6.001 2.029 -6.271  0.21
H: -4.766 0.785 -6.493  0.19
H: -4.295 3.601 -5.421  0.20
H: -3.795 3.000 -7.010  0.21
H: -1.916 2.984 -5.393  0.20
H: -2.314 1.338 -5.941  0.16
H: -0.660 0.242 -4.391  0.21
H: -1.547 -0.450 -3.024  0.21
H: 0.883 -0.520 -2.566  0.25
H: 0.995 1.237 -2.837  0.19

The value obtained for the LUMO energy is 0.81 eV. The calculation puts the HOMO energy at -0.3138 Ha. The SMILES is CC(C)[C@@H](NC(=O)[C@H]1CC[C@H](C)CC1)C(=O)N1CCC(N2CCCCC2)CC1. For the orbital gap, the calculation gives 9.3 eV.

=====

3.
ORCA calculation (ωB97M-V with the def2-TZVPD basis set) on a molecular structure, C17H21CrF4N2O2SeSi.

Last column: natural (NBO) charge in e.
Positions of all 49 atoms, in Å:
Cr: -1.166 0.236 0.487  1.15
N: 2.496 -0.746 1.673  -0.85
C: 2.148 -0.163 2.974  -0.32
C: 0.691 0.262 3.151  0.81
O: 0.333 0.450 4.316  -0.71
O: -0.045 0.385 2.112  -0.76
H: 3.471 -0.575 1.471  0.33
H: 1.989 -0.242 0.951  0.39
H: 2.718 0.739 3.212  0.17
H: 2.344 -0.878 3.773  0.18
C: 1.253 -2.623 -1.867  -0.29
C: 0.774 -3.838 -1.419  -0.17
C: -0.155 -3.859 -0.399  -0.26
C: -0.588 -2.658 0.169  0.23
N: -0.109 -1.491 -0.267  -0.45
C: 0.776 -1.470 -1.259  0.09
C: -1.623 -2.563 1.235  -0.06
C: -2.053 -3.693 1.936  -0.22
C: -3.026 -3.572 2.915  -0.27
C: -3.557 -2.311 3.186  -0.21
C: -3.110 -1.192 2.494  -0.23
C: -2.132 -1.281 1.496  -0.19
H: 1.978 -2.550 -2.669  0.21
H: 1.111 -4.766 -1.869  0.19
H: -0.566 -4.795 -0.047  0.20
H: 1.113 -0.481 -1.554  0.24
H: -1.617 -4.668 1.741  0.18
H: -3.355 -4.446 3.471  0.18
H: -4.311 -2.200 3.960  0.19
H: -3.519 -0.222 2.743  0.23
C: 1.947 4.773 -2.221  -1.13
Si: 1.306 3.024 -2.487  1.43
C: -0.173 3.195 -3.631  -1.13
C: 2.636 2.164 -3.515  -1.13
Se: 0.914 2.021 -0.574  -0.84
H: 2.228 5.251 -3.173  0.20
H: 2.823 4.754 -1.560  0.23
H: 1.174 5.383 -1.732  0.23
H: 0.076 3.803 -4.516  0.20
H: -1.007 3.668 -3.095  0.24
H: -0.516 2.206 -3.963  0.23
H: 2.963 2.784 -4.367  0.20
H: 2.255 1.209 -3.906  0.22
H: 3.506 1.944 -2.883  0.23
F: -2.840 2.593 -0.027  -0.38
C: -2.321 1.892 1.036  0.69
F: -3.451 1.671 1.831  -0.41
F: -1.639 2.858 1.748  -0.38
F: -2.142 0.020 -1.085  -0.69

The value obtained for the LUMO energy (alpha / beta) is 4.77 / 4.77 eV. The calculation puts the HOMO energy (alpha / beta) at -0.0607 / -0.0622 Ha. Its total charge is -2. As for the expectation value of S²: 3.792. The spin multiplicity is 4. For the orbital gap (alpha / beta), the calculation gives 6.4 / 6.5 eV.

=====

How do the records compare in strongest force on any atom? In the order shown, they have 5.55; 0.55; 0.91 eV/Å.
How do the records compare in E_tot? In the order shown, they have -79679.3909; -33084.0145; -137565.7745 eV.